Record 1
The following is a quantum chemistry calculation of 2 unconnected molecules or ions with the total composition C2H6N2O in a non-equilibrium geometry, from the OMol25 dataset.

Bonds (Å) are listed after each position.
Element x y z (Å)
1 H -1.69 0.63 -0.50  N2 1.003
2 N -0.76 0.70 -0.14  H1 1.003, C3 1.247
3 C -0.40 1.14 0.97  N2 1.247, N4 1.377, H5 1.091
4 N 0.91 1.12 1.38  C3 1.377, H6 1.007, H7 1.009
5 H -1.06 1.49 1.76  C3 1.091
6 H 1.25 1.92 1.89  N4 1.007
7 H 1.60 0.74 0.75  N4 1.009
8 C 0.05 -1.94 -1.52  O9 1.197, H10 1.101, H11 1.108
9 O 0.05 -2.24 -2.68  C8 1.197
10 H 0.94 -1.61 -0.96  C8 1.101
11 H -0.89 -1.94 -0.95  C8 1.108

Calculated values
SMILES: [H]/N=C/N.C=O


Record 2
The following is a quantum chemistry calculation of a single C2H6N2O molecule in a non-equilibrium geometry, from the OMol25 dataset.

Bonds (Å) are listed after each position.
Element x y z (Å)
1 C -1.18 -0.07 -1.10  C2 1.564, H6 1.172, H7 1.252, H8 1.279
2 C -0.19 0.62 -0.10  C1 1.564, O3 1.270, N4 1.540
3 O 0.06 1.85 0.08  C2 1.270
4 N 0.77 -0.36 0.60  C2 1.540, N5 1.271, H9 1.055
5 N 0.56 -1.60 0.41  N4 1.271, H10 1.155, H11 1.072
6 H -2.19 -0.35 -0.56  C1 1.172
7 H -1.45 0.80 -1.96  C1 1.252
8 H -0.42 -1.04 -1.43  C1 1.279
9 H 0.99 0.11 1.52  N4 1.055
10 H 1.59 -2.02 0.72  N5 1.155
11 H -0.05 -1.87 1.24  N5 1.072

Calculated values
SMILES: CC(=O)NN


Record 3
The following is a quantum chemistry calculation of a single C2H6N2O molecule in a non-equilibrium geometry, from the OMol25 dataset.

Bonds (Å) are listed after each position.
Element x y z (Å)
1 N -0.15 -0.03 -1.60  C2 1.433, H6 1.003, H7 1.013
2 C 0.53 -0.66 -0.51  N1 1.433, C3 1.547, H8 1.095, H9 1.089
3 C 0.51 0.07 0.85  C2 1.547, N4 1.370, O5 1.210
4 N -0.73 0.49 1.26  C3 1.370, H10 1.004, H11 1.009
5 O 1.46 0.01 1.60  C3 1.210
6 H 0.11 0.92 -1.80  N1 1.003
7 H -1.16 -0.02 -1.56  N1 1.013
8 H 1.60 -0.77 -0.68  C2 1.095
9 H 0.14 -1.67 -0.37  C2 1.089
10 H -1.33 0.96 0.60  N4 1.004
11 H -0.97 0.71 2.21  N4 1.009

Calculated values
SMILES: NCC(N)=O


Record 4
The following is a quantum chemistry calculation of a single C2H6N2O molecule in a non-equilibrium geometry, from the OMol25 dataset.

Bonds (Å) are listed after each position.
Element x y z (Å)
1 H 2.55 1.18 -0.03  N2 1.019
2 N 1.85 0.54 -0.40  H1 1.019, C3 1.236
3 C 0.97 0.59 0.46  N2 1.236, N4 1.470, H7 1.175
4 N -0.23 -0.26 0.37  C3 1.470, C5 1.585, O6 1.397
5 C -0.85 -0.66 -1.03  N4 1.585, H8 1.048, H9 1.115, H10 1.074
6 O -1.18 0.08 1.34  N4 1.397, H11 0.957
7 H 0.97 1.27 1.41  C3 1.175
8 H -0.25 -0.07 -1.66  C5 1.048
9 H -0.72 -1.74 -1.25  C5 1.115
10 H -1.84 -0.24 -1.09  C5 1.074
11 H -1.28 -0.69 1.88  O6 0.957

Calculated values
SMILES: [H]/N=C/N(C)O


Record 5
The following is a quantum chemistry calculation of 2 unconnected molecules or ions with the total composition C2H6N2O2 in a non-equilibrium geometry, from the OMol25 dataset.

Bonds (Å) are listed after each position.
Element x y z (Å)
1 N -1.40 -0.94 -0.31  N2 1.393, H5 1.022, H6 1.026
2 N -0.75 0.26 0.00  N1 1.393, C3 1.301
3 C -1.20 1.43 -0.34  N2 1.301, O4 1.362, H7 1.155
4 O -0.70 2.66 -0.05  C3 1.362, H8 1.018
5 H -2.41 -0.87 -0.20  N1 1.022
6 H -1.01 -1.71 0.25  N1 1.026
7 H -2.26 1.69 -0.71  C3 1.155
8 H 0.15 2.73 0.52  O4 1.018
9 C 2.38 -0.33 -0.02  O10 1.188, H11 1.149, H12 1.075
10 O 3.11 0.51 0.40  C9 1.188
11 H 2.80 -1.23 -0.61  C9 1.149
12 H 1.32 -0.25 0.13  C9 1.075

Calculated values
SMILES: N/N=C/O.C=O


Record 6
The following is a quantum chemistry calculation of 2 unconnected molecules or ions with the total composition C2H6N2O2 in a non-equilibrium geometry, from the OMol25 dataset.

Bonds (Å) are listed after each position.
Element x y z (Å)
1 C 1.50 0.93 -0.22  C2 1.442, O6 1.477, H7 1.027, H8 1.001
2 C 1.25 -0.46 0.04  C1 1.442, N3 1.292, O6 1.298
3 N 0.90 -1.66 -0.30  C2 1.292, O5 1.277, H9 1.113
4 N -1.82 0.43 0.28  H10 0.935, H11 1.049, H12 1.010
5 O 0.78 -2.68 0.45  N3 1.277
6 O 1.45 0.27 1.10  C1 1.477, C2 1.298
7 H 2.43 1.30 -0.46  C1 1.027
8 H 0.67 1.43 -0.47  C1 1.001
9 H 0.82 -1.91 -1.38  N3 1.113
10 H -2.47 0.62 0.92  N4 0.935
11 H -0.97 -0.11 0.56  N4 1.049
12 H -2.17 -0.06 -0.54  N4 1.010

Calculated values
Spin multiplicity: 3


Record 7
The following is a quantum chemistry calculation of a single C2H6N2O2S molecule in a non-equilibrium geometry, from the OMol25 dataset.

Bonds (Å) are listed after each position.
Element x y z (Å)
1 N 1.14 -1.14 -0.29  C2 1.455, H8 1.003, H9 1.005
2 C 0.75 -0.29 0.82  N1 1.455, N3 1.462, H10 1.078, H11 1.078
3 N -0.01 0.91 0.46  C2 1.462, S4 1.724, C5 1.406
4 S 0.84 2.02 -0.56  N3 1.724, H12 1.346
5 C -1.34 0.71 0.06  N3 1.406, O6 1.210, O7 1.356
6 O -2.06 1.62 -0.30  C5 1.210
7 O -1.78 -0.56 0.21  C5 1.356, H13 0.955
8 H 0.78 -2.07 -0.17  N1 1.003
9 H 0.80 -0.80 -1.17  N1 1.005
10 H 0.12 -0.85 1.49  C2 1.078
11 H 1.61 0.02 1.39  C2 1.078
12 H 1.48 1.16 -1.38  S4 1.346
13 H -2.33 -0.74 -0.55  O7 0.955

Calculated values
SMILES: NCN(S)C(=O)O


Record 8
The following is a quantum chemistry calculation of a single C2H6N2O3 molecule in a non-equilibrium geometry, from the OMol25 dataset.

Bonds (Å) are listed after each position.
Element x y z (Å)
1 C -1.77 0.13 -0.19  C2 1.501, H8 1.087, H9 1.089, H10 1.087
2 C -0.44 0.64 0.28  C1 1.501, O3 1.202, N4 1.462
3 O -0.18 1.78 0.56  C2 1.202
4 N 0.45 -0.42 0.74  C2 1.462, O5 1.412, O6 1.357
5 O 0.18 -1.74 0.31  N4 1.412, H11 0.970
6 O 1.78 -0.14 0.66  N4 1.357, N7 1.480
7 N 2.12 0.54 -0.61  O6 1.480, H12 1.018, H13 1.018
8 H -1.63 -0.58 -1.00  C1 1.087
9 H -2.28 -0.37 0.63  C1 1.089
10 H -2.37 0.98 -0.50  C1 1.087
11 H 0.16 -2.29 1.11  O5 0.970
12 H 1.94 1.54 -0.59  N7 1.018
13 H 2.03 -0.08 -1.41  N7 1.018

Calculated values
SMILES: CC(=O)N(O)ON


Record 9
The following is a quantum chemistry calculation of a single C2H6N2O3 molecule in a non-equilibrium geometry, from the OMol25 dataset.

Bonds (Å) are listed after each position.
Element x y z (Å)
1 N -1.75 -1.07 0.01  O2 1.418, H8 1.015, H9 0.964
2 O -0.46 -0.96 0.59  N1 1.418, C3 1.522
3 C 0.45 -0.14 -0.32  O2 1.522, N4 1.466, C5 1.626, H10 1.163
4 N 0.08 1.27 -0.21  C3 1.466, H11 1.114, H12 1.029
5 C 1.96 -0.61 0.04  C3 1.626, O6 1.210, O7 1.277
6 O 2.32 -1.76 -0.12  C5 1.210
7 O 2.71 0.33 0.47  C5 1.277, H13 0.961
8 H -2.26 -1.31 0.85  N1 1.015
9 H -1.71 -1.85 -0.55  N1 0.964
10 H 0.26 -0.51 -1.41  C3 1.163
11 H -0.99 1.38 -0.48  N4 1.114
12 H 0.13 1.52 0.79  N4 1.029
13 H 2.25 1.17 0.58  O7 0.961

Calculated values
SMILES: NO[C@@H](N)C(=O)O


Record 10
The following is a quantum chemistry calculation of 2 unconnected molecules or ions with the total composition C2H6N2O3 in a non-equilibrium geometry, from the OMol25 dataset.

Bonds (Å) are listed after each position.
Element x y z (Å)
1 C 0.56 0.74 -0.59  C2 1.494, H8 1.110, H9 1.069, H10 1.091
2 C -0.31 -0.25 0.12  C1 1.494, N3 1.286, H11 1.069
3 N 0.07 -0.87 1.18  C2 1.286, H12 1.022, H13 1.027
4 N -2.60 0.88 1.42  O5 1.212, O6 1.198, O7 1.312
5 O -2.32 -0.11 2.06  N4 1.212
6 O -3.54 1.58 1.65  N4 1.198
7 O -1.83 1.07 0.37  N4 1.312
8 H 1.56 0.88 -0.12  C1 1.110
9 H -0.03 1.62 -0.46  C1 1.069
10 H 0.68 0.60 -1.66  C1 1.091
11 H -1.02 -0.84 -0.42  C2 1.069
12 H 0.73 -0.56 1.89  N3 1.022
13 H -0.56 -1.48 1.72  N3 1.027


Record 11
The following is a quantum chemistry calculation of 2 unconnected molecules or ions with the total composition C2H6N2O3S in a non-equilibrium geometry, from the OMol25 dataset.

Bonds (Å) are listed after each position.
Element x y z (Å)
1 C 2.21 -1.23 -0.84  N3 1.238, H9 1.130, H11 1.080
2 C -1.67 0.14 -0.17  S8 1.766, H12 1.074, H13 1.066, H14 1.072
3 N 1.29 -1.86 -0.30  C1 1.238, N4 1.136
4 N 0.46 -2.46 0.19  N3 1.136
5 O 0.57 1.42 -0.71  S8 1.438
6 O -0.92 2.35 1.07  S8 1.601, H10 0.876
7 O 0.44 0.28 1.41  S8 1.443
8 S -0.26 1.05 0.41  C2 1.766, O5 1.438, O6 1.601, O7 1.443
9 H 2.70 -1.60 -1.79  C1 1.130
10 H -1.11 2.29 1.92  O6 0.876
11 H 2.09 -0.19 -0.58  C1 1.080
12 H -2.23 0.03 0.74  C2 1.074
13 H -2.21 0.64 -0.94  C2 1.066
14 H -1.36 -0.86 -0.42  C2 1.072


Record 12
The following is a quantum chemistry calculation of 2 unconnected molecules or ions with the total composition C2H6N2O4, from the OMol25 dataset.

Bonds (Å) are listed after each position.
Element x y z (Å)
1 C -1.28 0.83 1.44  N2 1.487, H5 1.090, H6 1.082, H7 1.083
2 N -1.32 0.46 2.88  C1 1.487, O3 1.218, O4 1.206
3 O -2.41 0.40 3.43  N2 1.218
4 O -0.25 0.30 3.41  N2 1.206
5 H -0.75 1.78 1.39  C1 1.090
6 H -2.29 0.97 1.07  C1 1.082
7 H -0.72 0.07 0.91  C1 1.083
8 C 1.31 -0.79 -2.73  N9 1.492, H12 1.085, H13 1.086, H14 1.079
9 N 1.25 -0.59 -1.25  C8 1.492, O10 1.214, O11 1.210
10 O 1.75 0.43 -0.81  N9 1.214
11 O 0.71 -1.44 -0.58  N9 1.210
12 H 2.36 -0.88 -2.98  C8 1.085
13 H 0.93 0.12 -3.19  C8 1.086
14 H 0.72 -1.66 -2.97  C8 1.079

Calculated values
SMILES: C[N+](=O)[O-].C[N+](=O)[O-]


It is found that the calculated total energy values, taken in the order of the records, are -7197.732, -7195.607, -7199.109, -7196.253, -9243.718, -9238.211, -20081.216, -11289.141, -11291.699, -11289.217, -22126.158, -13335.752 eV.
It is found that the relative energy (zero: lowest compared OMol25 entry of this formula, charge and spin) values, taken in the order of the records, are 47.4, 96.4, 15.7, 81.5, 83.0, 47.9, 20.1, 142.7, 83.7, 140.9, 66.2, 162.8 kcal/mol.